*P*
Here is C50H59BrFN5NaO2Sb as an isolated structure from OMol25. Energies are from wB97M-V/def2-TZVPD.

Values from the calculation:
Total charge   -2
Orbital gap   5.2 eV
LUMO   3.54 eV

Each line ends with the Löwdin charge.
Positions of all 120 atoms, in Å:
Na (-0.0190, 0.2855, 0.4334)  0.130
C (0.1706, -2.6460, -1.9528)  -0.052
C (0.4158, -3.9944, -1.2623)  -0.339
C (-0.5697, -5.0398, -1.8023)  -0.063
C (0.5007, -4.0469, 0.2718)  -0.128
C (1.4720, -4.9172, 0.7655)  -0.085
C (1.6537, -5.1370, 2.1191)  -0.123
C (0.8182, -4.4816, 3.0100)  -0.067
C (-0.1721, -3.6009, 2.5815)  -0.137
C (-1.0506, -2.9881, 3.6697)  -0.370
C (-0.8738, -1.4798, 3.8327)  -0.056
C (-2.5306, -3.3504, 3.5353)  -0.066
C (-0.3253, -3.3320, 1.1893)  -0.193
N (-1.1762, -2.3264, 0.7319)  0.095
C (-2.3689, -2.6413, 0.2248)  -0.296
C (-3.0107, -3.9112, 0.2386)  -0.077
C (-4.2577, -4.1231, -0.3379)  -0.144
C (-4.9572, -3.0983, -0.9611)  -0.151
C (-4.3687, -1.8263, -0.9848)  -0.049
C (-3.1452, -1.6308, -0.4094)  -0.247
F (-2.6096, -0.4005, -0.4468)  0.012
H (0.2335, -2.7967, -3.0389)  0.070
H (0.9069, -1.8927, -1.6693)  0.051
H (-0.8041, -2.2277, -1.7340)  0.062
H (1.4110, -4.3202, -1.5872)  0.115
H (-1.6032, -4.7287, -1.6378)  0.060
H (-0.4234, -6.0099, -1.3176)  0.075
H (-0.4211, -5.1661, -2.8807)  0.072
H (2.1144, -5.4275, 0.0511)  0.104
H (2.4296, -5.8067, 2.4741)  0.085
H (0.9309, -4.6533, 4.0772)  0.098
H (-0.6996, -3.4461, 4.6006)  0.112
H (-1.2064, -0.9486, 2.9438)  0.068
H (0.1749, -1.2260, 4.0013)  0.072
H (-1.4549, -1.1187, 4.6901)  0.081
H (-2.9976, -2.8238, 2.7038)  0.067
H (-3.0616, -3.0731, 4.4524)  0.070
H (-2.6675, -4.4234, 3.3696)  0.076
H (-2.4931, -4.7332, 0.7240)  0.106
H (-4.6888, -5.1199, -0.2947)  0.086
H (-5.9241, -3.2680, -1.4175)  0.072
H (-4.8549, -0.9767, -1.4528)  0.106
C (3.7767, -2.2046, 0.9384)  -0.042
C (2.6177, -1.4387, 0.9517)  -0.127
N (2.3287, -0.5616, -0.0077)  0.103
C (3.1727, -0.4211, -1.0252)  -0.100
C (4.3406, -1.1575, -1.1492)  -0.200
C (4.6471, -2.0524, -0.1252)  -0.025
C (5.2901, -0.9738, -2.2670)  -0.050
C (5.0897, -0.7822, -3.5650)  -0.034
C (3.8519, -0.7589, -4.3813)  -0.261
C (2.5843, -1.1150, -3.9438)  0.013
C (1.5649, -1.1113, -4.8811)  -0.137
N (1.7632, -0.7965, -6.1587)  0.083
C (3.0062, -0.4497, -6.4671)  -0.229
N (4.0599, -0.4159, -5.6587)  0.107
H (3.9696, -2.9031, 1.7403)  0.104
H (1.8950, -1.5376, 1.7598)  0.111
H (2.8807, 0.3153, -1.7732)  0.091
H (5.5678, -2.6261, -0.1705)  0.110
H (6.3332, -0.9995, -1.9602)  0.104
H (5.9691, -0.6515, -4.1854)  0.095
H (2.3729, -1.3841, -2.9169)  0.078
H (0.5538, -1.3720, -4.5875)  0.094
H (3.1877, -0.1645, -7.4988)  0.095
C (0.5777, 1.6176, -4.9868)  -0.168
C (-0.4681, 0.8457, -4.4844)  -0.171
C (-0.5802, 0.6249, -3.1106)  -0.196
C (0.3109, 1.1340, -2.1337)  -0.140
C (1.3507, 1.8987, -2.7148)  -0.213
C (1.4955, 2.1479, -4.0837)  -0.133
H (0.6787, 1.7924, -6.0542)  0.085
H (-1.1966, 0.4144, -5.1709)  0.095
H (-1.4365, 0.0256, -2.7785)  0.071
H (2.1041, 2.3595, -2.0600)  0.073
H (2.3237, 2.7562, -4.4485)  0.085
C (-2.3604, 4.0595, -2.7635)  -0.158
C (-3.1170, 3.8431, -1.4492)  -0.563
C (-3.8747, 5.1056, -1.0489)  -0.162
Sb (-1.7648, 2.9431, 0.0186)  1.584
C (-0.1132, 4.3321, -0.2454)  -0.557
C (-0.3649, 5.8276, -0.0794)  -0.145
C (1.0707, 3.8723, 0.6069)  -0.155
C (-2.7452, 3.5566, 1.8745)  -0.570
C (-4.1455, 2.9421, 1.8646)  -0.175
C (-2.7575, 5.0100, 2.3337)  -0.150
H (-3.0563, 4.3402, -3.5669)  0.068
H (-1.8090, 3.1731, -3.0858)  0.052
H (-1.6336, 4.8748, -2.6683)  0.062
H (-3.8501, 3.0448, -1.6087)  0.070
H (-3.1995, 5.9240, -0.7835)  0.049
H (-4.5389, 4.9442, -0.1948)  0.042
H (-4.4927, 5.4556, -1.8894)  0.066
H (0.1349, 4.1323, -1.2911)  0.055
H (-0.6746, 6.0837, 0.9369)  0.049
H (-1.1282, 6.2027, -0.7656)  0.043
H (0.5615, 6.3840, -0.2856)  0.068
H (0.8577, 3.9596, 1.6784)  0.065
H (1.9576, 4.4835, 0.3822)  0.072
H (1.3235, 2.8271, 0.4101)  0.047
H (-2.1352, 2.9996, 2.5881)  0.046
H (-4.8219, 3.4433, 1.1589)  0.049
H (-4.6078, 3.0121, 2.8596)  0.067
H (-4.1197, 1.8813, 1.5920)  0.060
H (-3.2019, 5.6903, 1.5991)  0.051
H (-1.7451, 5.3580, 2.5498)  0.055
H (-3.3367, 5.1104, 3.2659)  0.067
Br (2.6264, 1.3028, 8.3535)  0.670
C (2.7050, 1.0359, 6.4698)  -0.670
C (3.8041, 0.3884, 5.9299)  -0.223
N (3.9255, 0.1699, 4.6218)  0.067
C (2.9269, 0.5818, 3.8329)  -0.076
C (1.7914, 1.2379, 4.2939)  -0.103
C (1.6857, 1.4850, 5.6530)  -0.056
C (0.6856, 1.6861, 3.3401)  -0.630
O (-0.0477, 2.6043, 3.7509)  -0.010
O (0.6546, 1.0590, 2.2482)  -0.097
H (4.6062, 0.0408, 6.5729)  0.089
H (3.0237, 0.3921, 2.7678)  0.102
H (0.8205, 2.0182, 6.0268)  0.115

=====

*Q*
Here is C50H59BrFN5NaO2Sb as an isolated structure from OMol25. Energies are from wB97M-V/def2-TZVPD.

Values from the calculation:
Total charge   -2
Orbital gap   3.9 eV
LUMO   3.33 eV

Each line ends with the Löwdin charge.
Positions of all 120 atoms, in Å:
Na (0.3086, -0.8472, 0.5698)  0.195
C (5.3054, -0.2083, -0.8995)  -0.062
C (4.0067, -0.6378, -0.2105)  -0.364
C (3.8781, -2.1619, -0.2198)  -0.042
C (3.9028, -0.0861, 1.1970)  -0.128
C (4.8953, -0.3570, 2.1295)  -0.057
C (4.8463, 0.1696, 3.4123)  -0.109
C (3.7848, 0.9899, 3.7605)  -0.068
C (2.7693, 1.2778, 2.8588)  -0.144
C (1.5894, 2.1275, 3.2887)  -0.366
C (0.8131, 1.4367, 4.4167)  -0.057
C (2.0161, 3.5396, 3.6986)  -0.072
C (2.7945, 0.7151, 1.5623)  -0.194
N (1.7270, 0.8899, 0.6964)  0.031
C (1.5951, 2.0173, -0.0003)  -0.268
C (2.5699, 3.0557, -0.0639)  -0.035
C (2.3879, 4.2027, -0.8156)  -0.141
C (1.2347, 4.3996, -1.5641)  -0.153
C (0.2569, 3.4067, -1.5341)  -0.061
C (0.4447, 2.2733, -0.7886)  -0.235
F (-0.5473, 1.3396, -0.8191)  -0.030
H (5.2701, -0.4915, -1.9540)  0.071
H (6.1805, -0.6820, -0.4416)  0.063
H (5.4290, 0.8750, -0.8359)  0.075
H (3.1771, -0.2330, -0.7911)  0.099
H (4.6702, -2.6218, 0.3811)  0.073
H (3.9488, -2.5403, -1.2410)  0.072
H (2.9126, -2.4598, 0.1854)  0.068
H (5.7305, -0.9910, 1.8480)  0.101
H (5.6216, -0.0621, 4.1344)  0.082
H (3.7468, 1.4102, 4.7622)  0.097
H (0.9199, 2.2123, 2.4306)  0.113
H (1.4014, 1.4150, 5.3377)  0.071
H (0.5847, 0.4102, 4.1273)  0.073
H (-0.1273, 1.9597, 4.6221)  0.066
H (2.7213, 3.5106, 4.5334)  0.067
H (1.1485, 4.1319, 4.0077)  0.059
H (2.4989, 4.0456, 2.8604)  0.072
H (3.4886, 2.9065, 0.4923)  0.104
H (3.1624, 4.9638, -0.8171)  0.085
H (1.0830, 5.3057, -2.1344)  0.075
H (-0.6662, 3.5128, -2.0937)  0.108
C (-2.6322, -0.1596, 4.1783)  -0.055
C (-1.8165, -0.4568, 3.0987)  -0.119
N (-1.8158, 0.2726, 1.9828)  0.117
C (-2.5744, 1.3560, 1.9269)  -0.092
C (-3.4063, 1.7768, 2.9768)  -0.211
C (-3.4484, 0.9509, 4.1032)  -0.035
C (-4.2919, 2.9359, 2.9146)  -0.049
C (-4.1266, 4.1615, 2.3867)  -0.037
C (-2.9408, 4.8719, 1.9195)  -0.269
C (-1.6148, 4.5786, 2.2601)  0.014
C (-0.6362, 5.4703, 1.8698)  -0.109
N (-0.9118, 6.5905, 1.1956)  0.082
C (-2.1894, 6.7616, 0.8923)  -0.231
N (-3.2106, 5.9885, 1.2190)  0.109
H (-2.6302, -0.7854, 5.0609)  0.102
H (-1.1506, -1.3151, 3.0997)  0.093
H (-2.5552, 1.9055, 0.9900)  0.125
H (-4.1059, 1.2077, 4.9272)  0.110
H (-5.2564, 2.7629, 3.3843)  0.106
H (-5.0087, 4.7920, 2.3683)  0.099
H (-1.3643, 3.7012, 2.8375)  0.102
H (0.4104, 5.3019, 2.1036)  0.098
H (-2.4287, 7.6538, 0.3192)  0.098
C (3.3114, -1.0376, -4.8205)  -0.171
C (2.6771, -2.1132, -4.2116)  -0.156
C (1.7791, -1.8876, -3.1659)  -0.216
C (1.4471, -0.6023, -2.7180)  -0.140
C (2.1030, 0.4589, -3.3585)  -0.182
C (3.0295, 0.2513, -4.3830)  -0.150
H (4.0228, -1.2019, -5.6251)  0.069
H (2.8847, -3.1276, -4.5549)  0.073
H (1.3180, -2.7534, -2.6810)  0.064
H (1.8979, 1.4866, -3.0588)  0.063
H (3.5376, 1.0979, -4.8457)  0.074
C (-2.0879, -4.2951, -2.1771)  -0.171
C (-3.0931, -3.2264, -1.7536)  -0.553
C (-4.4372, -3.4422, -2.4442)  -0.160
Sb (-2.0283, -1.2592, -1.8654)  1.602
C (-1.7363, -1.1316, -4.0634)  -0.546
C (-2.7564, -1.7871, -4.9867)  -0.156
C (-1.5173, 0.3373, -4.4090)  -0.162
C (-3.8591, 0.0148, -1.6467)  -0.556
C (-4.5745, -0.4230, -0.3710)  -0.177
C (-4.8347, 0.1281, -2.8134)  -0.160
H (-2.4842, -5.3049, -2.0064)  0.068
H (-1.1700, -4.1800, -1.5999)  0.028
H (-1.8392, -4.2078, -3.2390)  0.062
H (-3.2462, -3.3227, -0.6724)  0.070
H (-4.3677, -3.3014, -3.5228)  0.045
H (-5.2080, -2.7720, -2.0624)  0.037
H (-4.7863, -4.4707, -2.2706)  0.065
H (-0.7777, -1.6401, -4.1776)  0.056
H (-3.7643, -1.4013, -4.8200)  0.047
H (-2.7743, -2.8709, -4.8596)  0.045
H (-2.4953, -1.5857, -6.0344)  0.068
H (-2.4366, 0.9198, -4.2892)  0.048
H (-1.1796, 0.4449, -5.4466)  0.073
H (-0.7466, 0.7598, -3.7619)  0.043
H (-3.4238, 1.0050, -1.4705)  0.062
H (-5.0747, -1.3839, -0.5088)  0.051
H (-5.3370, 0.3095, -0.0734)  0.068
H (-3.8683, -0.5312, 0.4547)  0.039
H (-5.2510, -0.8425, -3.0875)  0.048
H (-4.3552, 0.5537, -3.6947)  0.042
H (-5.6764, 0.7845, -2.5469)  0.066
Br (3.2821, -6.6661, 4.2145)  0.671
C (2.3516, -6.1026, 2.6462)  -0.662
C (2.2703, -6.9709, 1.5723)  -0.219
N (1.6360, -6.6442, 0.4507)  0.065
C (1.0655, -5.4408, 0.3859)  -0.067
C (1.0935, -4.5155, 1.4212)  -0.092
C (1.7661, -4.8548, 2.5878)  -0.047
C (0.4343, -3.1452, 1.2971)  -0.643
O (0.5898, -2.3580, 2.2568)  -0.038
O (-0.1957, -2.9131, 0.2437)  -0.088
H (2.7264, -7.9539, 1.6093)  0.090
H (0.5638, -5.1908, -0.5401)  0.108
H (1.8190, -4.1366, 3.3946)  0.116

=====

Least stable of them? *Q*.

=====

*P*
Here is a 2-piece molecular cluster, C5H15NO2 overall from OMol25. Energies are from wB97M-V/def2-TZVPD.

Values from the calculation:
Total charge   0
SMILES string   CN(C)CCCO.O
Orbital gap   9.4 eV
LUMO   0.89 eV

Each line ends with the Löwdin charge.
Positions of all 23 atoms, in Å:
C (-0.1545, 0.3537, 0.2343)  -0.187
C (-0.0429, 1.8579, 0.0184)  -0.245
O (-1.0110, 2.3477, -0.9262)  -0.101
C (0.2815, -0.4338, -1.0005)  -0.233
N (-0.3054, -1.7831, -0.9720)  -0.279
C (0.5184, -2.6476, -0.1254)  -0.108
C (-0.5443, -2.2832, -2.3198)  -0.108
H (-1.1539, 0.0054, 0.5184)  0.119
H (0.4633, 0.0904, 1.1122)  0.111
H (0.8709, 2.0642, -0.5553)  0.120
H (-0.2510, 2.4507, 0.9255)  0.119
H (-1.7397, 1.7317, -1.0087)  0.070
H (-0.0618, 0.1095, -1.8913)  0.116
H (1.3821, -0.5155, -1.0937)  0.127
H (0.0130, -3.6079, -0.1643)  0.074
H (1.4986, -2.9659, -0.5550)  0.087
H (0.7370, -2.2522, 0.8646)  0.079
H (-1.3243, -1.7733, -2.8827)  0.080
H (0.3635, -2.1523, -2.9300)  0.085
H (-0.8030, -3.3319, -2.2979)  0.074
H (1.0659, 4.3087, 5.4460)  0.015
H (-0.3609, 4.2072, 4.9502)  0.037
O (0.5585, 4.2194, 4.6532)  -0.053

=====

*Q*
Here is a 3-piece molecular cluster, C5H15NO2 overall from OMol25. Energies are from wB97M-V/def2-TZVPD.

Values from the calculation:
Total charge   0
Orbital gap   3.7 eV
LUMO   -3.98 eV

Each line ends with the Löwdin charge.
Positions of all 23 atoms, in Å:
C (1.9815, -0.2414, 1.9075)  0.176
C (0.8277, 0.5824, 1.3091)  -0.206
C (-0.1260, -0.2077, 0.3668)  -0.377
C (-0.4593, -1.6031, 0.9881)  -0.061
C (0.5755, -0.2265, -1.0425)  -0.200
N (1.9065, -0.8329, -0.8205)  0.075
H (2.1611, -0.6399, 0.4055)  0.120
H (1.7072, -0.7288, 2.7578)  0.063
H (2.9556, 0.1189, 1.8629)  0.068
H (1.1689, 1.4944, 0.7324)  0.130
H (0.2767, 1.1538, 2.1844)  0.180
H (0.5612, 0.9892, -1.3751)  0.175
H (-1.0404, 0.3666, 0.2955)  0.082
H (0.3483, -2.3241, 0.7194)  0.079
H (-1.4797, -2.1105, 0.5787)  0.135
H (0.0019, -0.7084, -1.8224)  0.119
H (2.5742, -0.3366, -1.3518)  0.057
H (-3.0580, -0.3772, -1.7799)  -0.032
H (-0.5254, -1.4303, 2.0297)  0.043
O (-2.2851, -0.1019, -1.2434)  -0.353
H (-2.4986, 2.5461, -0.8372)  0.013
H (-1.9720, 1.2510, -1.2434)  -0.107
O (-1.6303, 2.1949, -1.0799)  -0.179

=====

Least stable of them? *Q*.

=====

*P*
Here is a 2-piece molecular cluster, C3H9N5 overall from OMol25. Energies are from wB97M-V/def2-TZVPD.

Values from the calculation:
Total charge   +2
Orbital gap (alpha / beta)   7.0 / 6.6 eV
LUMO (alpha / beta)   -11.44 / -11.88 eV

Each line ends with the Löwdin charge.
Positions of all 17 atoms, in Å:
C (-1.3172, 0.3145, -1.5470)  0.019
C (1.6154, 0.4422, -0.1751)  -0.110
C (-0.0166, -0.8228, 1.1006)  -0.129
N (-0.3833, 1.2877, -1.3348)  0.147
N (-1.9388, -0.4141, -0.6435)  0.092
N (0.9471, -0.7971, 0.1435)  0.014
N (0.7420, 1.3993, -0.9148)  0.107
N (-1.4905, -0.5344, 0.6267)  0.036
H (-1.7690, 0.2909, -2.6348)  0.227
H (1.9145, 0.9689, 0.7376)  0.147
H (2.5196, 0.2642, -0.8065)  0.177
H (-0.1017, -1.7769, 1.7303)  0.184
H (0.0384, 0.0728, 1.7499)  0.142
H (-2.5542, -1.0931, -1.0200)  0.185
H (1.2795, -1.5291, -0.3956)  0.133
H (0.9240, 3.0304, -0.1198)  0.474
H (-2.1579, -0.6061, 1.3692)  0.154

=====

*Q*
Here is an isolated ion of composition C3H9N5 and charge +2 from OMol25. Energies are from wB97M-V/def2-TZVPD.

Values from the calculation:
Total charge   +2
SMILES string   C=NC(=[NH2+])[NH+]=C(N)N
Orbital gap   10.7 eV
LUMO   -8.81 eV

Each line ends with the Löwdin charge.
Positions of all 17 atoms, in Å:
C (1.2325, 2.2791, 0.5325)  0.054
C (1.0333, -0.1508, -0.0646)  -0.173
C (-1.3475, -0.8056, -0.0470)  -0.335
N (0.5823, 1.4863, -0.1663)  0.063
N (-2.1787, -1.8124, 0.0777)  0.250
N (-1.6871, 0.4730, -0.2535)  0.241
N (2.2587, -0.3984, -0.3040)  0.302
N (0.0220, -0.9694, -0.0910)  0.191
H (0.8368, 3.3453, 0.4892)  0.153
H (1.7714, 2.0153, 1.4088)  0.108
H (-3.2292, -1.8087, 0.0313)  0.195
H (-1.8567, -2.8148, 0.2222)  0.189
H (-2.5769, 0.8359, -0.3152)  0.119
H (-0.9403, 1.1850, -0.5572)  0.108
H (2.9304, 0.3161, -0.4484)  0.152
H (2.8254, -1.2081, -0.3181)  0.163
H (0.3236, -1.9679, -0.1965)  0.219

=====

Least stable of them? *P*.